Record 1
# C12H44O12

A 10-piece molecular cluster, C12H44O12 overall (ωB97M-V with the def2-TZVPD basis set, OMol25).

```
68
Properties=species:S:1:pos:R:3:forces:R:3
H 2.711 1.111 1.221 -0.571 -0.958 -0.583
H -5.057 1.993 -1.553 -0.571 0.453 -0.190
H -3.746 -2.668 1.503 0.249 0.068 -0.564
H 2.907 -3.257 -0.710 -0.131 -0.302 -0.004
H -0.747 -4.140 -2.243 -0.174 0.040 -0.106
H -2.372 -1.724 0.234 0.199 -0.141 -0.992
H -4.906 -2.114 0.251 0.605 -0.500 0.138
H 0.714 -3.316 -2.720 0.164 0.070 0.047
H 3.780 0.518 -3.191 -0.283 0.238 -1.073
C 1.919 0.664 -2.883 -0.170 1.618 0.020
O 2.349 2.901 -2.064 0.033 -1.588 -1.034
H -4.184 -3.764 0.163 0.032 0.375 0.089
H 3.211 -2.956 -3.047 -0.062 -0.098 -0.223
H 1.667 3.613 1.440 0.173 -0.166 -0.486
H 4.106 -2.044 -0.558 0.025 0.439 0.155
O -0.782 -2.059 -2.255 -0.170 0.299 -0.388
C -1.998 -0.132 2.393 -1.146 0.447 -0.757
C 0.283 -3.293 1.046 0.011 -0.822 0.593
H 4.586 -3.552 -1.075 0.780 -0.896 -1.040
H 1.272 -0.062 -3.322 -0.677 -0.245 -0.552
H 0.553 3.056 3.914 0.195 0.198 0.287
C 0.264 4.601 -0.823 0.039 -0.391 -0.605
H -0.674 -3.154 0.523 0.137 0.120 0.632
H 3.151 2.521 -2.512 -0.847 0.705 0.380
H -1.744 -2.056 -2.153 0.149 -0.123 0.228
O 0.709 0.795 0.663 0.235 -0.174 -0.097
H 1.369 4.631 3.586 -0.105 -0.693 -0.441
H -4.016 0.003 -0.047 -0.514 0.777 0.020
H -0.580 -3.439 -3.904 -0.183 0.380 0.924
O 3.062 0.937 -3.714 0.699 -0.773 1.207
O 0.200 -3.442 2.504 -0.179 1.506 -1.699
O -0.628 -1.280 3.978 0.372 -0.888 -0.186
H -0.723 -0.383 0.968 0.658 0.421 -0.390
C 1.952 0.279 1.139 0.914 0.776 -1.083
H 0.698 1.627 1.142 -0.532 0.855 0.203
H -3.699 2.586 -0.535 0.012 0.495 -0.011
H 0.943 -2.459 0.856 0.014 0.257 -0.105
H 2.012 3.742 -0.733 -0.251 0.579 0.193
C -4.187 1.736 -0.986 0.384 -1.253 0.582
H 0.786 2.486 -3.376 -0.062 0.160 -0.475
C 1.274 2.015 -2.538 0.645 -0.293 0.315
H -1.574 0.433 4.391 0.879 -0.088 -1.195
H 0.458 5.107 -1.780 -0.225 0.079 0.245
H 2.246 -0.512 0.420 0.124 0.345 0.751
C 3.792 -2.855 -1.204 -1.111 1.043 1.793
H 2.224 0.264 -1.946 0.471 -0.537 0.805
H -2.961 -0.556 2.675 0.181 -0.533 0.142
O -1.433 -0.907 1.348 -0.712 -0.239 -0.011
H -3.497 1.251 -1.668 0.260 0.035 -0.203
O 1.511 4.382 -0.164 -0.431 -0.311 0.168
O 3.449 -2.269 -2.424 0.523 -0.091 -0.674
C -3.976 -2.714 0.421 -0.700 0.035 -0.717
C -1.040 -0.040 3.497 -0.419 0.338 2.467
H -2.288 0.873 2.068 0.268 0.141 -0.301
C 0.844 3.757 3.130 -0.599 0.001 1.339
O -2.913 -2.222 -0.441 -0.569 0.183 1.897
H 1.844 -0.033 2.152 -0.071 -0.942 0.772
H -0.174 0.536 3.183 0.164 0.521 0.060
H 0.246 -4.347 2.741 -0.035 -1.212 0.242
O 1.583 3.012 2.205 0.195 0.396 -0.403
H -0.290 3.669 -1.075 0.444 0.365 0.350
H -0.108 4.100 2.729 -0.095 0.282 -0.348
H 0.531 1.866 -1.747 0.351 0.058 -0.010
C -0.370 -3.280 -2.808 0.342 -0.618 -0.593
O -4.559 0.815 0.055 0.536 -0.620 -0.240
H -0.407 5.193 -0.205 0.265 0.186 0.116
H -0.299 -1.854 3.249 -0.352 0.300 0.617
H 0.729 -4.188 0.617 0.223 -0.094 0.001
```
Positions in Å, forces in eV/Å.

Properties
Relative energy (zero: lowest compared OMol25 entry of this formula, charge and spin), eV: 0.226
E_LUMO, eV: 0.436
HOMO-LUMO gap, hartree: 0.371
SMILES: OCCO.OCCO.CO.CO.CO.CO.CO.CO.CO.CO
E, hartree: -1386.30299
M, g/mol: 380.472

Record 2
# C4H22N2O6

A 6-piece molecular cluster, C4H22N2O6 overall (ωB97M-V with the def2-TZVPD basis set, OMol25).

```
34
Properties=species:S:1:pos:R:3:forces:R:3
H -0.427 -1.069 -2.127 -0.089 0.225 0.153
H -1.517 -2.921 0.505 -0.410 -0.263 -0.094
C 0.487 -0.007 -0.574 -3.436 2.853 -0.208
H -0.623 -2.689 -0.627 0.522 0.081 -0.646
O -1.283 -3.323 -0.340 0.039 0.055 0.506
N 0.463 -0.948 -1.664 0.995 -0.858 0.515
H -0.900 1.568 3.846 0.573 0.123 -0.412
H -3.372 -1.357 1.318 -0.369 0.209 -0.379
H -1.660 0.427 -0.824 -0.153 -0.278 0.331
H -0.812 1.668 0.071 0.050 0.282 -0.173
H 0.959 -2.556 1.207 -0.107 -0.121 0.219
O 2.385 -1.318 2.056 1.583 0.673 -0.457
H 1.292 2.624 0.562 0.346 0.015 0.150
H 1.174 -0.675 -2.339 -0.390 -0.438 -0.067
C 1.450 -1.595 1.052 -0.819 0.077 0.288
H -4.085 -1.026 -0.047 -0.126 -0.156 0.325
H -0.578 -0.859 1.233 -0.186 0.053 -0.944
C 0.379 -0.466 0.856 0.999 -2.194 0.595
H -0.789 2.673 -2.120 -0.205 0.022 0.299
H 1.205 1.118 -3.270 0.579 -0.338 0.106
H -1.199 1.216 -2.721 -0.075 0.260 -0.450
C -0.736 0.992 -0.781 1.065 -0.098 -0.754
O 1.543 2.505 1.486 -0.118 0.156 0.062
O -1.563 1.744 3.180 -1.004 0.036 -0.378
H 0.533 0.357 1.539 0.654 0.243 -0.037
H -1.195 1.934 2.304 0.455 -0.167 0.819
H 2.600 0.923 -2.658 -0.155 -0.095 -0.442
H 2.193 -1.527 2.959 -0.878 -0.415 0.380
H 1.316 0.708 -0.644 0.466 -0.689 -0.110
H 2.012 -1.752 0.125 0.038 0.315 0.180
O -3.234 -1.126 0.389 0.390 0.080 0.181
H 2.507 2.463 1.531 -0.230 -0.018 -0.202
N -0.566 1.689 -2.098 0.138 -0.438 0.455
O 2.040 0.601 -3.385 -0.142 0.806 0.188
```
Positions in Å, forces in eV/Å.

Properties
Relative energy (zero: lowest compared OMol25 entry of this formula, charge and spin), eV: 1.904
E_LUMO, eV: 0.284
HOMO-LUMO gap, hartree: 0.339
SMILES: NC[C@H](N)CCO.O.O.O.O.O
E, hartree: -726.49953
M, g/mol: 194.228

Q: Which of these has the lowest relative energy (zero: lowest compared OMol25 entry of this formula, charge and spin)?
A: C12H44O12

Q: Which of these has the highest relative energy (zero: lowest compared OMol25 entry of this formula, charge and spin)?
A: C4H22N2O6